C26H48Cl2N5O4 | ωB97M-V/def2-TZVPD

Structure (ORCA input):
```
! wB97M-V def2-TZVPD RIJCOSX def2/J DEFGRID3
* xyz 1 1
C 3.73 5.56 0.21
O 4.39 4.35 0.48
C 3.50 3.26 0.72
C 4.23 2.17 1.52
C 4.09 0.76 0.92
C 3.78 -0.33 1.97
C 4.51 -1.66 1.67
C 3.63 -2.92 1.75
C 2.39 -2.94 0.84
C 2.48 -2.09 -0.42
C 1.65 -2.62 -1.59
C 0.16 -2.71 -1.27
C -0.68 -1.44 -1.57
C -1.34 -1.58 -2.96
C -0.38 -1.62 -4.15
C 0.24 -0.28 -4.51
C -1.22 -2.07 -5.38
O 0.22 -0.35 -1.46
C -0.33 0.91 -1.51
Cl 0.59 1.91 -0.29
N -1.74 0.92 -1.12
C -1.96 0.02 -0.13
N -2.43 0.27 1.06
C -2.79 1.62 1.48
C -4.15 2.01 0.89
O -4.42 1.65 -0.23
N -4.99 2.74 1.70
C -4.30 3.96 2.26
C -6.21 3.12 0.98
C -2.61 -0.80 2.05
C -1.28 -1.34 2.59
C -1.46 -2.80 3.07
Cl -0.76 -0.32 3.96
N -1.67 -1.33 -0.43
N -2.95 -1.91 -0.79
C -3.07 -3.09 -0.43
O -3.20 -4.19 -0.12
H 2.72 5.41 -0.19
H 4.29 6.14 -0.52
H 3.62 6.17 1.11
H 2.67 3.66 1.32
H 3.12 2.90 -0.24
H 5.27 2.50 1.58
H 3.81 2.17 2.52
H 5.03 0.52 0.40
H 3.33 0.78 0.14
H 4.12 0.04 2.92
H 2.70 -0.49 1.94
H 5.02 -1.63 0.71
H 5.30 -1.77 2.41
H 3.35 -3.05 2.80
H 4.27 -3.77 1.52
H 1.54 -2.60 1.45
H 2.18 -3.98 0.60
H 3.51 -1.98 -0.77
H 2.16 -1.07 -0.17
H 2.00 -3.63 -1.81
H 1.85 -2.00 -2.46
H 0.07 -2.87 -0.19
H -0.34 -3.56 -1.75
H -2.01 -0.73 -3.10
H -1.93 -2.49 -2.99
H 0.39 -2.39 -4.03
H -0.53 0.49 -4.44
H 1.05 -0.02 -3.83
H 0.65 -0.27 -5.52
H -0.57 -2.53 -6.12
H -1.67 -1.19 -5.84
H -2.02 -2.75 -5.10
H -0.19 1.44 -2.45
H -1.99 1.87 -0.89
H -2.05 2.34 1.11
H -2.77 1.68 2.56
H -4.36 3.95 3.34
H -4.83 4.83 1.89
H -3.27 4.05 1.93
H -6.84 3.69 1.66
H -6.00 3.74 0.11
H -6.77 2.23 0.70
H -3.24 -1.59 1.66
H -3.17 -0.37 2.88
H -0.54 -1.29 1.80
H -1.01 -2.91 4.05
H -1.04 -3.50 2.36
H -2.52 -3.02 3.18
*
```

Energy in Eh: -2514.30976
LUMO energy in eV: -3.6
Molar mass in g/mol: 565.61
Structure (SMILES): COCCCCCCCCCC[C@]1(CC(C)C)O[C@H](Cl)NC(N(CC(=O)N(C)C)C[C@H](C)Cl)=[N+]1N=C=O